[1]
The following is a DFT calculation (ωB97M-V/def2-TZVPD) of a molecular structure, C65H75N3O2PSi4Tl at a distorted geometry.

```
151
Properties=species:S:1:pos:R:3:lowdin_charge:R:1
Tl 0.336 0.289 0.399 0.723
O 2.067 1.252 -1.175 -0.348
C 1.882 2.273 -2.044 -0.515
C 0.486 2.207 -2.846 -0.048
C -0.687 2.854 -2.177 -0.272
C -1.290 3.980 -2.741 -0.040
C -2.393 4.539 -2.117 -0.071
C -2.814 4.021 -0.907 -0.038
C -2.128 2.931 -0.367 -0.294
C -2.368 2.491 1.037 -0.084
C -1.161 3.079 1.949 -0.548
O 0.038 2.676 1.522 -0.283
C -1.383 2.685 3.428 -0.138
C -2.516 2.087 3.966 -0.048
C -2.584 1.771 5.319 -0.108
C -1.514 2.034 6.156 -0.128
C -0.367 2.615 5.627 -0.098
C -0.308 2.935 4.283 -0.020
C -1.348 4.616 1.859 -0.133
C -2.342 5.300 2.556 -0.041
C -2.542 6.659 2.356 -0.113
C -1.743 7.358 1.459 -0.122
C -0.733 6.687 0.781 -0.079
C -0.540 5.329 0.983 -0.009
N -1.143 2.334 -1.039 0.146
C 2.971 2.101 -3.144 -0.117
C 4.005 2.999 -3.398 -0.029
C 5.011 2.695 -4.310 -0.110
C 5.013 1.482 -4.977 -0.126
C 3.998 0.568 -4.717 -0.097
C 2.998 0.877 -3.814 -0.038
C 2.013 3.665 -1.400 -0.150
C 2.449 3.739 -0.083 -0.023
C 2.710 4.963 0.514 -0.088
C 2.529 6.141 -0.197 -0.134
C 2.054 6.082 -1.501 -0.111
C 1.799 4.854 -2.096 -0.060
H 0.309 1.136 -2.970 0.098
H 0.625 2.663 -3.829 0.112
H -0.912 4.396 -3.666 0.100
H -2.908 5.382 -2.564 0.097
H -3.656 4.448 -0.376 0.110
H -2.294 1.407 1.139 0.067
H -3.328 2.865 1.398 0.104
H -3.366 1.852 3.335 0.098
H -3.480 1.307 5.717 0.089
H -1.567 1.776 7.208 0.085
H 0.484 2.815 6.270 0.091
H 0.585 3.367 3.848 0.121
H -2.968 4.766 3.263 0.107
H -3.328 7.176 2.898 0.085
H -1.908 8.417 1.294 0.083
H -0.098 7.221 0.083 0.086
H 0.241 4.784 0.465 0.094
H 4.038 3.946 -2.875 0.101
H 5.800 3.416 -4.498 0.087
H 5.802 1.243 -5.682 0.084
H 3.997 -0.397 -5.213 0.092
H 2.234 0.144 -3.586 0.095
H 2.556 2.808 0.455 0.096
H 3.058 5.000 1.541 0.102
H 2.748 7.099 0.261 0.091
H 1.894 7.000 -2.057 0.092
H 1.448 4.827 -3.121 0.110
C -1.792 -2.358 4.494 -0.056
C -0.948 -2.119 5.570 -0.078
C 0.235 -1.440 5.365 -0.020
C 0.590 -1.041 4.072 -0.223
N -0.219 -1.305 3.043 0.103
C -1.370 -1.916 3.251 -0.135
C 1.871 -0.375 3.762 -0.201
C 2.779 -0.017 4.765 -0.022
C 3.997 0.533 4.422 -0.076
C 4.301 0.728 3.083 -0.049
C 3.342 0.370 2.149 -0.129
N 2.172 -0.164 2.468 0.080
H -2.735 -2.872 4.622 0.097
H -1.219 -2.460 6.562 0.098
H 0.885 -1.248 6.208 0.094
H -1.983 -2.073 2.366 0.093
H 2.537 -0.176 5.807 0.093
H 4.713 0.799 5.191 0.098
H 5.252 1.140 2.774 0.102
H 3.516 0.510 1.084 0.104
C 1.324 -4.386 2.557 -0.227
Si 0.725 -4.641 0.763 0.299
C 1.174 -6.475 0.381 -0.243
C -1.181 -4.670 0.901 -0.238
Si 1.418 -2.944 -0.691 0.324
Si 3.755 -2.858 -0.582 0.302
C 4.463 -1.228 -1.244 -0.225
C 4.744 -4.236 -1.499 -0.251
C 4.333 -3.073 1.228 -0.241
Si 0.848 -3.736 -2.815 0.293
C 0.962 -2.423 -4.201 -0.232
C -1.005 -4.200 -2.789 -0.240
C 1.679 -5.273 -3.620 -0.237
H 0.723 -4.939 3.285 0.019
H 1.257 -3.325 2.810 -0.007
H 2.367 -4.685 2.681 0.004
H 0.776 -7.185 1.115 0.007
H 2.260 -6.600 0.348 0.005
H 0.789 -6.759 -0.602 -0.003
H -1.534 -5.102 1.843 0.022
H -1.638 -5.236 0.085 0.002
H -1.571 -3.651 0.841 -0.005
H 4.769 -1.317 -2.290 0.013
H 5.333 -0.884 -0.674 0.019
H 3.707 -0.437 -1.202 -0.009
H 4.659 -4.116 -2.583 -0.001
H 4.345 -5.222 -1.250 0.005
H 5.811 -4.232 -1.248 0.008
H 3.648 -2.559 1.905 -0.007
H 5.334 -2.666 1.406 0.015
H 4.343 -4.128 1.512 0.009
H 0.535 -1.480 -3.850 -0.005
H 0.422 -2.716 -5.106 0.019
H 2.003 -2.235 -4.479 0.009
H -1.577 -3.349 -2.412 -0.006
H -1.176 -5.041 -2.111 0.003
H -1.408 -4.472 -3.769 0.023
H 2.760 -5.124 -3.686 -0.005
H 1.307 -5.494 -4.626 0.009
H 1.514 -6.159 -2.999 0.001
C -4.668 0.358 -0.693 -0.262
P -3.287 -0.897 -0.750 1.037
C -4.226 -2.328 -0.078 -0.393
C -4.892 -2.162 1.139 -0.117
C -5.527 -3.225 1.760 -0.103
C -5.501 -4.486 1.182 -0.107
C -4.829 -4.669 -0.018 -0.091
C -4.181 -3.608 -0.631 -0.116
C -3.406 -1.160 -2.568 -0.392
C -2.393 -0.576 -3.325 -0.098
C -2.442 -0.602 -4.710 -0.079
C -3.504 -1.220 -5.354 -0.099
C -4.515 -1.811 -4.606 -0.097
C -4.474 -1.771 -3.222 -0.106
H -5.602 -0.075 -1.054 0.039
H -4.374 1.190 -1.333 0.035
H -4.802 0.740 0.319 0.021
H -4.900 -1.185 1.609 0.095
H -6.038 -3.069 2.703 0.094
H -5.983 -5.322 1.674 0.091
H -4.802 -5.648 -0.483 0.101
H -3.636 -3.782 -1.549 0.088
H -1.569 -0.098 -2.807 0.082
H -1.655 -0.136 -5.291 0.105
H -3.551 -1.242 -6.436 0.093
H -5.349 -2.291 -5.106 0.093
H -5.278 -2.214 -2.646 0.099
```

- HOMO energy: -0.70 eV
- Net charge: -2
- Energy relative to the best compared isomer or geometry (same formula, charge and spin): 2.2 kcal per mole
- Calculated total energy: -4508.5801 Eh
- LUMO level: 3.87 eV
- Kohn-Sham gap: 4.57 eV

[2]
The following is a DFT calculation (ωB97M-V/def2-TZVPD) of 8 unconnected molecules or ions with the total composition C48H120F12N6O6P2 at a distorted geometry.

```
194
Properties=species:S:1:pos:R:3:lowdin_charge:R:1
C 2.840 2.350 -4.020 -0.048
C 2.566 3.871 -3.881 -0.108
N 1.525 4.184 -2.780 -0.200
C 2.097 3.694 -1.415 0.004
C 1.360 5.676 -2.810 -0.139
C 2.560 6.434 -2.189 -0.052
C 0.150 3.447 -2.952 -0.046
C -0.647 3.960 -4.164 -0.233
O -0.033 3.799 -5.381 -0.198
C -0.730 4.435 -6.438 -0.073
H 3.152 1.874 -3.090 0.039
H 3.696 2.196 -4.677 0.096
H 1.968 1.794 -4.365 0.048
H 2.070 4.363 -4.717 0.120
H 3.540 4.313 -3.669 0.125
H 1.426 3.857 -0.572 0.089
H 3.141 3.978 -1.281 0.100
H 2.133 2.605 -1.464 0.060
H 0.534 5.893 -2.133 0.133
H 1.106 5.996 -3.820 0.135
H 2.847 6.220 -1.160 0.072
H 2.459 7.519 -2.221 0.097
H 3.541 6.242 -2.624 0.073
H -0.449 3.487 -2.042 0.104
H 0.356 2.377 -2.983 0.100
H -0.919 5.002 -4.000 0.128
H -1.567 3.377 -4.122 0.133
H -0.410 5.461 -6.620 0.100
H -1.818 4.492 -6.432 0.097
H -0.446 3.795 -7.273 0.095
C 2.752 3.829 5.245 -0.016
C 1.166 3.797 4.764 -0.070
N 0.714 2.842 3.635 -0.243
C -0.821 3.003 3.593 0.030
C 1.294 3.343 2.309 -0.138
C 2.762 2.982 2.062 -0.063
C 1.039 1.350 3.924 -0.040
C 0.843 0.817 5.417 -0.144
O -0.422 1.185 6.069 -0.213
C -0.577 0.579 7.381 -0.067
H 3.272 2.874 5.322 0.062
H 2.794 4.227 6.259 0.082
H 3.312 4.473 4.567 0.062
H 0.833 4.726 4.300 0.126
H 0.576 3.444 5.610 0.111
H -0.964 4.047 3.316 0.094
H -1.265 2.710 4.545 0.102
H -1.263 2.398 2.801 0.103
H 1.096 4.405 2.164 0.144
H 0.791 2.726 1.565 0.096
H 3.514 3.346 2.762 0.072
H 3.118 3.484 1.162 0.075
H 2.920 1.925 1.847 0.047
H 2.088 1.187 3.678 0.110
H 0.463 0.718 3.248 0.121
H 1.664 1.167 6.043 0.114
H 0.936 -0.268 5.384 0.104
H -0.036 1.153 8.133 0.099
H -0.146 -0.413 7.516 0.067
H -1.618 0.370 7.629 0.098
C 3.101 -4.985 4.183 -0.043
C 1.804 -5.787 4.361 -0.120
N 0.738 -5.231 5.402 -0.216
C -0.469 -6.129 5.178 0.014
C 1.338 -5.356 6.869 -0.115
C 2.070 -4.156 7.497 -0.049
C 0.278 -3.741 5.171 -0.048
C -0.523 -3.391 3.844 -0.161
O 0.157 -3.835 2.632 -0.177
C -0.277 -3.044 1.573 -0.130
H 2.892 -4.077 3.617 0.063
H 3.806 -5.575 3.598 0.090
H 3.589 -4.579 5.069 0.069
H 1.914 -6.836 4.637 0.133
H 1.194 -5.725 3.460 0.097
H -1.263 -5.704 5.792 0.117
H -0.226 -7.148 5.480 0.116
H -0.697 -6.227 4.116 0.109
H 1.893 -6.295 6.876 0.132
H 0.501 -5.584 7.530 0.127
H 3.055 -3.933 7.088 0.073
H 2.276 -4.288 8.560 0.102
H 1.380 -3.321 7.383 0.056
H 1.197 -3.183 4.988 0.111
H -0.160 -3.349 6.089 0.127
H -0.717 -2.319 3.820 0.114
H -1.546 -3.764 3.911 0.102
H 0.098 -2.025 1.665 0.067
H -1.358 -3.006 1.440 0.084
H 0.055 -3.378 0.590 0.087
C -4.101 -0.687 -1.183 -0.066
C -4.159 0.306 -0.040 -0.149
N -5.529 0.582 0.647 -0.191
C -5.306 1.545 1.831 0.034
C -6.604 1.197 -0.422 -0.083
C -8.034 1.638 0.152 -0.039
C -6.232 -0.727 1.087 -0.081
C -5.344 -1.815 1.703 -0.151
O -4.636 -1.279 2.889 -0.178
C -3.818 -2.285 3.513 -0.094
H -3.093 -1.096 -1.250 0.075
H -4.313 -0.280 -2.171 0.070
H -4.720 -1.555 -0.954 0.069
H -3.865 1.259 -0.480 0.115
H -3.471 0.116 0.783 0.112
H -6.205 1.693 2.430 0.105
H -5.172 2.553 1.438 0.100
H -4.384 1.280 2.348 0.097
H -6.755 0.479 -1.228 0.109
H -6.135 2.038 -0.934 0.121
H -8.012 2.235 1.064 0.074
H -8.721 0.822 0.376 0.075
H -8.570 2.244 -0.579 0.088
H -6.741 -1.112 0.204 0.130
H -6.970 -0.433 1.833 0.139
H -4.562 -2.211 1.055 0.107
H -6.009 -2.665 1.857 0.137
H -3.313 -2.009 4.439 0.090
H -2.983 -2.558 2.868 0.043
H -4.347 -3.221 3.689 0.100
C 5.562 0.345 -2.313 -0.038
C 6.176 -0.766 -1.335 -0.099
N 5.080 -1.404 -0.405 -0.200
C 5.806 -2.505 0.401 0.035
C 4.423 -0.333 0.528 -0.149
C 5.368 0.558 1.376 -0.035
C 3.958 -2.050 -1.307 -0.056
C 3.212 -3.210 -0.667 -0.211
O 3.970 -4.371 -0.431 -0.218
C 3.278 -5.497 0.104 -0.061
H 6.334 0.716 -2.988 0.092
H 5.169 1.288 -1.933 0.062
H 4.695 -0.027 -2.860 0.054
H 7.036 -0.355 -0.807 0.121
H 6.651 -1.617 -1.822 0.128
H 5.139 -2.823 1.202 0.101
H 6.611 -1.969 0.904 0.100
H 6.120 -3.346 -0.218 0.119
H 3.768 -0.875 1.210 0.111
H 3.731 0.238 -0.091 0.097
H 4.881 1.273 2.040 0.063
H 6.091 1.120 0.784 0.081
H 5.998 -0.152 1.911 0.076
H 4.468 -2.405 -2.202 0.140
H 3.274 -1.337 -1.768 0.104
H 2.439 -3.518 -1.371 0.136
H 2.789 -2.895 0.287 0.117
H 2.862 -6.120 -0.688 0.100
H 2.532 -5.309 0.875 0.075
H 4.099 -6.030 0.585 0.098
C -1.502 -2.446 -8.079 -0.045
C -2.385 -2.351 -6.824 -0.187
N -2.842 -0.988 -6.337 -0.225
C -3.862 -0.540 -7.403 0.040
C -3.601 -1.099 -5.003 -0.132
C -4.504 -2.367 -4.635 -0.017
C -1.679 0.081 -6.309 -0.046
C -0.435 -0.035 -5.459 -0.161
O 0.263 -1.295 -5.666 -0.184
C 1.378 -1.377 -4.853 -0.113
H -0.604 -1.836 -8.177 0.083
H -2.167 -2.451 -8.943 0.087
H -1.054 -3.440 -8.078 0.096
H -1.780 -2.808 -6.041 0.122
H -3.211 -3.062 -6.845 0.125
H -4.466 -1.416 -7.641 0.116
H -3.243 -0.216 -8.240 0.108
H -4.459 0.303 -7.057 0.111
H -4.050 -0.113 -4.884 0.120
H -2.865 -0.924 -4.218 0.101
H -5.414 -2.370 -5.234 0.084
H -4.780 -2.225 -3.590 0.057
H -4.056 -3.361 -4.672 0.082
H -2.162 1.026 -6.061 0.138
H -1.258 0.127 -7.314 0.130
H -0.708 -0.004 -4.404 0.103
H 0.297 0.743 -5.679 0.127
H 1.101 -1.591 -3.820 0.074
H 2.022 -0.497 -4.837 0.081
H 1.869 -2.273 -5.232 0.106
P -2.256 4.815 0.237 0.176
F -1.211 6.044 0.449 -0.146
F -1.115 3.681 0.232 -0.179
F -2.580 4.621 1.843 -0.174
F -3.227 3.598 -0.112 -0.182
F -3.560 5.805 0.135 -0.158
F -2.103 4.948 -1.368 -0.170
P 0.226 -0.088 -0.748 0.242
F 0.393 -1.660 -1.107 -0.152
F 1.484 0.265 -1.770 -0.193
F -0.832 0.113 -1.945 -0.145
F 0.181 1.539 -0.464 -0.176
F -0.931 -0.452 0.316 -0.147
F 1.284 -0.247 0.500 -0.184
```

- HOMO energy: -17.20 eV
- Net charge: +4
- Energy relative to the best compared isomer or geometry (same formula, charge and spin): 28.6 kcal per mole
- Calculated total energy: -4560.8380 Eh
- LUMO level: -7.28 eV
- Kohn-Sham gap: 9.92 eV

[3]
The following is a DFT calculation (ωB97M-V/def2-TZVPD) of a molecular structure, C2H7O2 at a distorted geometry.

```
11
Properties=species:S:1:pos:R:3:nbo_charge:R:1
C 0.799 -1.175 0.005 -0.264
C -1.344 0.616 -0.076 -0.101
O 1.181 1.030 0.154 -0.387
O 0.336 0.120 -0.432 -0.119
H -0.086 -1.973 0.042 0.244
H 1.571 -1.345 -0.636 0.228
H 1.181 -1.216 0.985 0.234
H -1.658 0.577 -1.005 0.209
H -1.862 -0.085 0.498 0.220
H -1.114 1.506 0.539 0.233
H 0.994 1.944 -0.075 0.503
```

- HOMO energy: -16.81 eV
- Net charge: +1
- Energy relative to the best compared isomer or geometry (same formula, charge and spin): 131.0 kcal per mole
- Calculated total energy: -230.3920 Eh
- LUMO level: -5.20 eV
- Kohn-Sham gap: 11.61 eV

[4]
The following is a DFT calculation (ωB97M-V/def2-TZVPD) of 2 unconnected molecules or ions with the total composition C15H18O2 at a distorted geometry.

```
35
Properties=species:S:1:pos:R:3:nbo_charge:R:1
C -1.095 -0.791 -1.822 -0.416
C -0.899 -0.131 -3.192 -0.601
C 0.334 -1.260 -1.447 -0.046
C 1.194 -0.369 -0.820 -0.210
C 0.712 -2.597 -1.646 -0.191
C 2.447 -0.730 -0.457 -0.262
C 2.001 -3.027 -1.136 -0.260
C 2.869 -2.078 -0.675 0.261
O 4.200 -2.448 -0.329 -0.687
H -1.683 -0.137 -1.087 0.219
H -1.730 -1.748 -1.883 0.203
H -0.350 0.688 -3.075 0.200
H 0.850 0.647 -0.628 0.225
H 0.080 -3.434 -2.141 0.222
H 3.172 0.116 -0.078 0.217
H 2.270 -4.246 -1.281 0.233
H 4.701 -1.662 -0.099 0.476
H -1.879 0.022 -3.788 0.199
H -0.566 -0.852 -3.936 0.214
C -2.971 0.061 2.361 -0.657
C -1.726 1.572 0.686 -0.176
C -1.786 0.897 1.930 -0.059
C -0.672 2.503 0.440 -0.282
C -0.834 1.103 2.928 -0.176
C 0.341 2.512 1.412 0.313
C 0.299 1.855 2.677 -0.286
O 1.448 3.313 1.150 -0.728
H -2.439 1.414 0.014 0.198
H -0.685 3.169 -0.378 0.233
H -2.517 -1.010 2.276 0.238
H -3.766 -0.043 1.578 0.213
H -0.991 0.630 3.924 0.212
H 1.097 1.810 3.427 0.224
H 2.058 3.681 1.854 0.499
H -3.484 0.569 3.239 0.237
```

- HOMO energy: -8.33 eV
- Net charge: 0
- Energy relative to the best compared isomer or geometry (same formula, charge and spin): 73.8 kcal per mole
- Calculated total energy: -732.7487 Eh
- SMILES string: CCc1ccc(O)cc1.Cc1ccc(O)cc1
- LUMO level: 0.65 eV
- Kohn-Sham gap: 8.98 eV